(1)
{
  "formula": "C26H21Cl2N9NdO2S",
  "method": "ωB97M-V with the def2-TZVPD basis set",
  "elements": ["Nd", "Cl", "C", "C", "C", "C", "C", "Cl", "C", "S", "H", "H", "H", "O", "C", "O", "C", "C", "C", "C", "C", "N", "H", "H", "H", "H", "C", "C", "C", "C", "C", "C", "N", "N", "C", "C", "C", "C", "C", "N", "H", "H", "H", "H", "H", "H", "H", "H", "H", "N", "C", "N", "N", "C", "N", "H", "H", "H", "H", "N", "C", "H"],
  "positions_angstrom": [[0.39, -0.37, 1.00], [1.72, 1.28, -1.19], [0.58, 1.23, -2.53], [0.46, 2.37, -3.29], [-0.46, 2.36, -4.34], [-1.22, 1.23, -4.57], [-1.06, 0.11, -3.78], [-2.06, -1.27, -4.13], [-0.14, 0.05, -2.72], [0.05, -1.38, -1.73], [1.06, 3.24, -3.07], [-0.58, 3.24, -4.96], [-1.94, 1.21, -5.38], [-0.86, 1.39, 4.54], [-0.50, 1.44, 3.38], [-0.94, 0.72, 2.39], [0.65, 2.35, 2.99], [0.85, 3.56, 3.62], [1.91, 4.35, 3.22], [2.76, 3.88, 2.23], [2.50, 2.64, 1.67], [1.46, 1.88, 2.02], [0.17, 3.86, 4.41], [2.09, 5.32, 3.67], [3.61, 4.45, 1.89], [3.17, 2.23, 0.92], [-3.87, 2.54, -1.77], [-2.59, 2.68, -1.24], [-1.99, 1.61, -0.60], [-2.67, 0.39, -0.51], [-3.96, 0.26, -1.01], [-4.55, 1.33, -1.64], [-2.00, -0.68, 0.17], [-2.68, -1.69, 0.39], [-2.00, -2.74, 1.08], [-2.83, -3.76, 1.52], [-2.25, -4.83, 2.19], [-0.88, -4.84, 2.36], [-0.13, -3.77, 1.89], [-0.68, -2.73, 1.26], [-4.34, 3.37, -2.27], [-2.07, 3.62, -1.33], [-1.02, 1.76, -0.15], [-4.47, -0.69, -0.91], [-5.55, 1.24, -2.03], [-3.89, -3.70, 1.33], [-2.86, -5.64, 2.56], [-0.38, -5.66, 2.86], [0.94, -3.74, 2.02], [5.53, -2.68, -2.40], [4.48, -2.24, -1.71], [3.26, -2.31, -2.25], [4.74, -1.73, -0.49], [3.68, -1.45, 0.20], [2.69, -1.23, 0.77], [5.44, -3.06, -3.33], [6.44, -2.62, -1.97], [3.11, -2.68, -3.17], [2.45, -1.91, -1.78], [0.44, -1.32, 4.63], [0.79, -1.30, 3.53], [0.04, -1.14, 5.53]],
  "total_energy_ev": -95964.174,
  "spin_multiplicity": 4,
  "relative_energy_kcal_mol": 7.0,
  "total_charge": 1,
  "gap_ev": [6.6, 6.6],
  "homo_ev": [-10.1140, -10.1184]
}

(2)
{
  "formula": "C3H3O2S",
  "method": "ωB97M-V with the def2-TZVPD basis set",
  "elements": ["C", "C", "C", "O", "O", "S", "H", "H", "H"],
  "positions_angstrom": [[-0.18, -0.63, 0.03], [-1.80, 1.29, 0.00], [0.71, 0.43, -0.02], [0.30, 1.62, -0.03], [2.00, 0.19, 0.06], [-1.87, -0.32, 0.00], [0.24, -1.71, -0.15], [-2.23, 2.26, 0.07], [2.08, -0.74, -0.02]],
  "total_energy_ev": -18077.555,
  "spin_multiplicity": 1,
  "relative_energy_kcal_mol": 71.6,
  "total_charge": 1,
  "gap_ev": [7.5, 7.5],
  "homo_ev": [-14.8080, -14.8075]
}